[1]
Entry from the Open Molecules 2025 dataset: C28H18F3N5O8ReS as an isolated structure (wB97M-V/def2-TZVPD).

```
! wB97M-V def2-TZVPD RIJCOSX def2/J DEFGRID3
* xyz 2 2
Re -0.50 0.89 0.19
C 8.56 -0.88 10.20
O 8.82 -0.93 8.79
C 7.81 -0.72 7.95
C 8.14 -0.78 6.58
C 7.18 -0.59 5.63
C 5.85 -0.33 6.00
C 5.53 -0.27 7.36
C 6.50 -0.46 8.33
C 4.80 -0.11 5.03
N 3.54 0.16 5.31
C 2.91 0.28 4.12
C 3.80 0.08 3.06
N 5.00 -0.17 3.67
C 3.41 0.15 1.70
C 4.22 -0.01 0.56
C 3.67 0.11 -0.70
C 2.32 0.40 -0.85
N 1.52 0.54 0.22
C 2.05 0.43 1.48
C 1.14 0.64 2.55
N -0.15 0.92 2.19
C -1.06 1.16 3.14
C -0.72 1.11 4.49
C 0.57 0.82 4.87
C 1.54 0.57 3.88
H 9.51 -1.07 10.68
H 7.84 -1.65 10.48
H 8.19 0.10 10.49
H 9.17 -0.98 6.31
H 7.48 -0.64 4.59
H 4.51 -0.07 7.65
H 6.22 -0.41 9.37
H 5.89 -0.36 3.23
H 5.27 -0.22 0.66
H 4.28 0.00 -1.58
H 1.86 0.52 -1.82
H -2.06 1.38 2.81
H -1.49 1.30 5.23
H 0.86 0.77 5.91
F -2.90 2.34 -2.61
C -1.66 2.51 -2.27
F -0.99 3.17 -3.17
F -1.07 1.25 -2.13
S -1.48 3.25 -0.58
O -1.88 4.60 -0.55
O -2.17 2.22 0.26
O -0.04 2.90 -0.32
O -3.40 -1.35 -0.75
C -2.34 -1.69 -0.38
O -1.44 -0.64 0.13
C -1.71 -3.02 -0.30
C -0.45 -3.23 0.25
C 0.07 -4.51 0.28
C -0.69 -5.54 -0.22
C -1.95 -5.36 -0.76
C -2.47 -4.08 -0.79
N -0.12 -6.92 -0.18
O 0.98 -7.03 0.30
O -0.80 -7.80 -0.63
H 0.14 -2.41 0.65
H 1.05 -4.72 0.70
H -2.50 -6.21 -1.14
H -3.45 -3.89 -1.21
*
```

Calculated values
- F_max: 0.58 eV/Å
- Expectation value of S²: 0.7561
- Electronic energy: -74259.4363 eV
- Frontier orbital gap (alpha / beta): 4.1 / 4.2 eV

Atomic partial charges in e from the Löwdin method, atoms 1 to 8:
1 Re 1.69
2 C -0.04
3 O -0.05
4 C -0.27
5 C 0.02
6 C -0.02
7 C -0.17
8 C 0.00



[2]
Entry from the Open Molecules 2025 dataset: one molecule with the formula C16H19N5OS (wB97M-V/def2-TZVPD).

```
! wB97M-V def2-TZVPD RIJCOSX def2/J DEFGRID3
* xyz 0 1
C -1.78 -0.54 -2.87
O -2.05 -0.10 -1.56
C -2.70 -0.95 -0.71
C -3.05 -2.26 -1.02
C -3.76 -3.03 -0.11
C -4.13 -2.51 1.11
C -3.77 -1.21 1.43
C -3.05 -0.43 0.55
N -2.73 0.89 0.92
C -1.71 1.67 0.45
S -1.98 3.29 0.23
N -0.49 1.13 0.28
C 0.56 1.92 -0.33
C 1.63 1.01 -0.89
N 2.21 0.22 0.18
C 3.48 -0.22 0.12
N 4.19 0.09 -0.97
C 5.44 -0.33 -1.00
C 6.01 -1.08 0.02
C 5.18 -1.35 1.10
N 3.93 -0.93 1.17
C 1.36 -0.07 1.31
C -0.09 -0.15 0.84
H -1.07 -1.38 -2.89
H -2.69 -0.82 -3.40
H -1.32 0.32 -3.37
H -2.79 -2.68 -1.98
H -4.02 -4.04 -0.38
H -4.69 -3.10 1.81
H -4.06 -0.79 2.38
H -3.51 1.44 1.26
H 0.11 2.52 -1.12
H 0.99 2.61 0.41
H 2.43 1.59 -1.36
H 1.20 0.35 -1.65
H 6.00 -0.06 -1.89
H 7.03 -1.42 -0.02
H 5.52 -1.93 1.95
H 1.46 0.71 2.07
H 1.67 -1.02 1.75
H -0.19 -0.95 0.09
H -0.74 -0.39 1.68
*
```

Calculated values
- F_max: 0.69 eV/Å
- SMILES: COc1ccccc1NC(=S)N1CCN(c2ncccn2)CC1
- Energy above the lowest of the compared OMol25 structures with the same formula, charge and spin: 0.00 kJ/mol
- Electronic energy: -37233.7789 eV
- Frontier orbital gap: 8.4 eV

Atomic partial charges in e from the Löwdin method, atoms 1 to 8:
1 C -0.07
2 O -0.10
3 C -0.22
4 C -0.02
5 C -0.09
6 C -0.09
7 C -0.02
8 C -0.20



[3]
Entry from the Open Molecules 2025 dataset: C7H8NO11P2Ru as an isolated structure (wB97M-V/def2-TZVPD).

```
! wB97M-V def2-TZVPD RIJCOSX def2/J DEFGRID3
* xyz 1 1
Ru -0.35 0.61 -0.37
N 1.25 -2.16 0.32
C 0.91 -1.58 -1.03
C 1.45 -2.51 -2.11
P -0.99 -1.68 -1.36
O -1.14 -3.17 -0.80
O -1.31 -1.47 -2.77
O -1.75 -0.78 -0.34
P 1.95 0.02 -1.37
O 3.32 -0.60 -0.80
O 1.92 0.40 -2.77
O 1.55 1.12 -0.34
H 0.80 -3.09 0.40
H 0.90 -1.56 1.09
H 2.27 -2.24 0.40
H 0.98 -3.49 -2.07
H 2.53 -2.60 -2.07
H 1.20 -2.08 -3.08
H -1.88 -3.62 -1.20
H 4.08 -0.18 -1.20
O -2.76 4.77 3.66
C -2.29 3.96 2.94
C -2.30 3.98 1.38
O -2.81 4.87 0.77
C -1.59 2.76 0.96
C -1.15 1.99 2.11
O -0.53 0.92 1.99
C -1.54 2.67 3.36
O -1.37 2.38 4.51
O -1.37 2.38 -0.21
*
```

Calculated values
- F_max: 3.78 eV/Å
- Electronic energy: -52549.9606 eV
- Frontier orbital gap (alpha / beta): 2.4 / 2.3 eV

Atomic partial charges in e from the Löwdin method, atoms 1 to 8:
1 Ru 1.26
2 N 0.19
3 C -0.51
4 C -0.09
5 P 0.30
6 O -0.13
7 O -0.22
8 O -0.45



> Which of these has the highest F_max?

C7H8NO11P2Ru